Molecular formula: C6H15NO
Method: DFT, ωB97M-V/def2-TZVPD

Geometry as XYZ:
```
23
Properties=species:S:1:pos:R:3:forces:R:3
C 0.0105 0.6731 2.4195 -0.36 -0.63 1.05
C 0.1341 1.0482 0.9644 1.01 0.73 0.36
C -0.0176 -0.2369 0.0395 0.45 -1.32 -0.22
C 0.8505 -0.2091 -1.1284 0.03 0.36 -0.08
C 2.1859 -0.5947 -0.9737 0.00 -0.10 0.28
C 0.3449 0.3444 -2.3978 -0.33 0.32 -0.36
N -0.7358 2.1169 0.5783 -0.09 -0.61 -1.59
H -0.9346 0.2234 2.7049 -0.49 0.05 -0.33
H 0.7363 -0.0770 2.7401 0.29 0.19 -0.29
H 0.1192 1.5458 3.0620 0.14 0.12 -0.23
H 1.1655 1.3980 0.8550 -0.08 0.11 -0.11
H 0.3110 -1.0850 0.6436 -0.06 0.05 0.26
H -1.0429 -0.4225 -0.2292 -0.48 0.17 -0.01
H 2.5059 -0.9979 -0.0161 -0.01 0.11 -0.10
H 2.9458 -0.5290 -1.7464 -0.30 0.00 -0.11
H -0.7383 0.4325 -2.4363 -0.03 -0.07 0.25
H 0.6364 -0.1799 -3.3082 0.39 -0.11 0.15
H 0.7447 1.3644 -2.4871 0.10 0.04 -0.09
H -0.3253 2.6325 -0.2079 -0.21 0.16 0.53
H -1.6097 1.7325 0.2001 0.02 0.43 0.61
H -2.3107 -2.5074 1.1454 -0.15 -0.45 0.01
H -2.0679 -3.6300 0.0660 -0.15 0.33 0.38
O -1.9968 -2.6830 0.2541 0.31 0.13 -0.36
```
Positions in Å, forces in eV/Å.

⟨S²⟩: 0.764
Calculated total energy: -367.26164 Eh
Net charge: +1
Gap between HOMO and LUMO (spin up / spin down): 10.22 / 5.70 eV
LUMO energy (spin up / spin down): -3.974 / -7.977 eV
Multiplicity: 2